# 1
This record from the Open Molecules 2025 dataset describes the molecule C4H6O2. The level of theory is wB97M-V/def2-TZVPD.

Positions of all 12 atoms, in Å:
C: -1.177 0.139 -0.756
C: -0.020 -0.463 1.563
O: 0.938 -1.022 0.893
C: 1.296 -0.069 -0.149
C: 0.050 0.849 -0.181
O: 0.105 2.051 -0.039
H: -2.078 0.404 -0.199
H: -1.275 0.501 -1.783
H: -1.084 -0.955 -0.783
H: -0.354 -1.169 2.336
H: 1.441 -0.618 -1.088
H: 2.215 0.438 0.149

Values from the calculation:
LUMO energy = 0.2 eV
gap between HOMO and LUMO = 9.21 eV
relative energy (zero: lowest compared OMol25 entry of this formula, charge and spin) = 392.5 kJ/mol



# 2
This record from the Open Molecules 2025 dataset describes the molecule C3H3NO at a distorted geometry. The level of theory is wB97M-V/def2-TZVPD.

Positions of all 8 atoms, in Å:
N: 0.066 1.315 1.917
C: 0.381 1.385 0.790
C: 0.163 0.002 0.335
C: -0.257 -0.421 -0.973
O: 1.103 -0.586 -0.491
H: -0.224 -0.641 1.237
H: -0.850 -1.330 -1.027
H: -0.382 0.277 -1.788

Values from the calculation:
LUMO energy = -0.4 eV
gap between HOMO and LUMO = 10.58 eV
relative energy (zero: lowest compared OMol25 entry of this formula, charge and spin) = 340.5 kJ/mol



# 3
This record from the Open Molecules 2025 dataset describes a 3-piece molecular cluster, C3H12N2O2 overall. The level of theory is wB97M-V/def2-TZVPD.

Positions of all 19 atoms, in Å:
C: -1.655 0.266 -0.145
C: 0.034 1.458 -1.421
N: 1.174 1.667 -0.818
O: -1.634 -0.959 -0.914
H: -2.532 -1.283 -1.052
H: 1.356 0.513 0.105
H: 1.244 2.594 -0.406
H: -2.048 0.065 0.870
H: -2.358 0.987 -0.574
H: -0.661 2.262 -1.654
H: -0.090 0.541 -1.985
C: 1.195 -1.682 0.536
N: 0.910 -0.278 0.806
O: 1.147 0.093 2.156
H: 0.351 -0.168 2.643
H: -0.183 0.007 0.481
H: 1.013 -1.848 -0.525
H: 2.227 -1.913 0.800
H: 0.510 -2.322 1.097

Values from the calculation:
LUMO energy = 0.8 eV
gap between HOMO and LUMO = 7.89 eV
relative energy (zero: lowest compared OMol25 entry of this formula, charge and spin) = 624.0 kJ/mol



# 4
This record from the Open Molecules 2025 dataset describes a 16-piece molecular cluster, C3H39N2O15 overall at a distorted geometry. The level of theory is wB97M-V/def2-TZVPD.

Positions of all 59 atoms, in Å:
C: -1.890 -0.862 0.861
C: -0.514 -0.286 1.260
N: 2.624 -0.098 -0.479
C: 1.577 0.180 0.354
N: 0.454 -0.510 0.162
H: -2.422 -0.912 1.850
H: -2.467 -0.145 0.278
H: -1.919 -1.751 0.338
H: -0.422 0.804 1.560
H: -0.163 -0.919 2.110
H: 2.460 -0.733 -1.350
H: 3.470 0.516 -0.326
H: 1.592 0.938 1.215
H: 0.257 -1.198 -0.538
H: -0.459 1.070 4.280
H: -1.297 -0.107 4.770
O: -0.638 0.107 4.015
H: -3.969 0.451 -1.612
H: -4.547 -0.946 -1.710
O: -3.778 -0.421 -1.385
H: 1.040 -1.436 -3.819
H: 0.371 -0.991 -5.110
O: 0.340 -0.931 -4.236
H: -0.413 0.623 -2.502
H: -0.221 1.180 -3.767
O: -0.256 1.344 -2.903
H: -2.242 -1.020 -1.886
H: -1.230 -1.260 -3.041
O: -1.444 -1.514 -2.126
H: -0.012 3.748 0.394
H: -0.310 4.935 1.118
O: -0.116 4.070 1.298
H: -1.038 4.097 -1.543
H: -0.475 2.679 -1.919
O: -0.726 3.231 -1.179
H: 2.540 0.216 4.139
H: 1.133 0.169 3.566
O: 2.079 -0.115 3.365
H: 0.648 3.256 4.001
H: -0.165 2.942 2.739
O: 0.117 2.580 3.528
H: 2.977 3.901 0.158
H: 1.506 3.642 -0.129
O: 2.257 3.261 0.302
H: 2.252 -4.507 1.363
H: 0.821 -4.443 1.592
O: 1.434 -4.730 0.810
H: 1.289 -4.276 -1.574
H: 0.004 -3.638 -2.012
O: 0.867 -3.958 -2.285
H: 0.970 -1.853 2.995
H: 0.525 -3.110 3.981
O: 1.076 -2.774 3.217
H: 1.770 -2.805 -2.844
H: 3.182 -2.875 -3.216
O: 2.453 -2.340 -3.293
H: -3.326 2.461 -0.829
H: -3.785 2.845 -2.349
O: -3.842 2.220 -1.653

Values from the calculation:
LUMO energy (alpha / beta) = -7.6 / -12.3 eV
2S+1 = 2
gap between HOMO and LUMO (alpha / beta) = 8.86 / 4.09 eV
net charge = +2



# 5
This record from the Open Molecules 2025 dataset describes CH3F2N4 as an isolated structure at a distorted geometry. The level of theory is wB97M-V/def2-TZVPD.

Positions of all 10 atoms, in Å:
C: -0.192 0.390 -0.380
N: -1.439 2.398 -0.738
N: -0.009 -0.299 0.746
N: -0.772 1.468 -0.431
N: 0.520 -1.372 0.842
F: -0.007 -2.595 0.051
F: 2.031 -1.393 0.168
H: 0.416 -0.002 -1.337
H: -1.284 3.421 -0.608
H: 0.737 -2.016 1.687

Values from the calculation:
LUMO energy (alpha / beta) = -6.2 / -9.0 eV
2S+1 = 3
gap between HOMO and LUMO (alpha / beta) = 8.05 / 8.05 eV
net charge = +1